Molecular formula: C16H15F5FeN2
Method: DFT, wB97M-V/def2-TZVPD

XYZ file:
```
39
C16H15F5FeN2 | the OMol25 dataset | wB97M-V/def2-TZVPD
H 4.1545 0.4347 -0.3806
C 0.2786 1.5565 -1.4043
N -0.5916 0.4809 -0.9859
F -1.8904 2.1848 -3.0056
H -0.1096 2.5341 -1.0927
C 0.2202 -1.3590 3.1465
H 3.1569 0.2634 1.0822
F -3.7868 -2.8306 -1.9805
F 0.2656 -0.1803 6.5599
H 1.6030 1.7094 0.2745
C 0.1596 -0.1868 5.2085
H 2.3987 1.9850 -1.3044
C 3.3313 -0.1281 0.0822
H -0.2301 1.9093 5.1162
C -2.2730 -1.1013 -1.4829
H 0.3348 -2.3060 2.6054
N 2.1025 -0.0319 -0.7042
C -0.2043 0.9889 3.1658
H -0.4216 1.9185 2.6558
C -3.3234 0.3985 -3.4997
F -3.8446 1.1473 -4.4872
H -4.6298 -1.2581 -3.9068
C -2.2895 0.9145 -2.7461
H 0.5241 -2.2885 5.0727
C -0.1065 0.9989 4.5497
F -1.6979 -1.8720 -0.4719
H 2.5909 -1.6495 -1.9264
H 3.6320 -1.1712 0.1642
C -1.6555 0.1597 -1.7140
C 2.3377 -0.5961 -2.0311
C -3.3048 -1.6032 -2.2394
C 1.6646 1.3716 -0.7620
H 0.3677 1.5822 -2.4960
C 0.3232 -1.3798 4.5283
H 3.1621 -0.0904 -2.5527
H 1.4403 -0.5182 -2.6359
C -0.0383 -0.1841 2.4331
Fe 0.1916 -0.9348 0.4528
C -3.8426 -0.8685 -3.2856
```

Properties
**⟨S²⟩**: 6.01
**Electronic energy**: -2491.1442 Ha
**Multiplicity**: 5
**Frontier orbital gap (spin up / spin down)**: 7.04 / 6.83 eV

These are the Mulliken partial charges, in e, on atoms 1 to 8:
1. H 0.35
2. C -0.95
3. N -0.40
4. F -0.33
5. H 0.41
6. C 0.24
7. H 0.33
8. F -0.31